[1]
ORCA calculation (ωB97M-V/def2-TZVPD) on a molecular structure, C7H10Br3O4 in a non-equilibrium geometry.

ORCA input file:
```
! RIJCOSX wB97M-V def2-TZVPD def2/J DEFGRID3
* xyz -1 1
C -3.21229 1.37961 1.05618
C -1.69667 1.57447 0.82121
C -1.09535 0.44998 0.00695
O -1.49551 0.32286 -1.14119
O -0.20728 -0.37841 0.52018
C 1.09112 0.24785 0.75904
C 1.79115 -0.29151 1.99007
C 2.81315 -1.42414 1.66884
O 2.83492 -1.93555 0.53345
O 3.52688 -1.74136 2.64818
H -3.64227 2.36507 1.22625
H -3.62741 0.94820 0.14668
H -3.39270 0.73239 1.91249
H -1.60144 2.46730 0.19781
H -1.15315 1.77810 1.74327
H 1.72395 0.21234 -0.12632
H 0.90462 1.31841 0.94072
H 2.34994 0.52948 2.44299
H 1.10326 -0.70131 2.73000
C 0.70420 -1.61670 -3.96070
Br -0.39031 -0.78539 -2.53395
Br -0.18245 -3.13855 -4.77432
Br 1.23927 -0.32026 -5.29736
H 1.61436 -1.99288 -3.51047
*
```

Its HOMO energy is -4.4 eV. The value obtained for the gap between HOMO and LUMO is 7.002 eV. The calculation puts the LUMO energy at 0.096 Ha.

[2]
ORCA calculation (ωB97M-V/def2-TZVPD) on a molecular structure, C7H10BrCoN6O4 in a non-equilibrium geometry.

ORCA input file:
```
! RIJCOSX wB97M-V def2-TZVPD def2/J DEFGRID3
* xyz 2 5
Co 0.30955 -0.04945 -0.32488
N 2.59887 -0.51471 -0.55453
N 3.20488 -0.66057 0.70568
C 2.42408 -0.61939 1.77967
N 2.87530 -0.74330 3.00387
N 1.13190 -0.42683 1.42938
N 0.06356 -0.49395 2.28059
O -0.96800 -0.32093 1.60810
O 0.13185 -0.68954 3.45308
H 2.83229 -1.30784 -1.14381
H 2.91842 0.37098 -0.99374
H 4.21054 -0.71994 0.77143
H 3.85364 -0.89766 3.20148
H 2.22738 -0.72877 3.77770
O 2.88218 1.85052 -1.43468
C 1.74932 2.26484 -1.44862
O 0.63470 1.57184 -1.16089
H 1.53118 3.30043 -1.70308
Br -0.58502 -2.10242 -1.52175
C -2.09566 -0.94477 -1.32439
C -3.38394 -1.31445 -1.58204
C -4.33705 -0.31118 -1.40499
C -3.94965 0.95579 -0.99425
C -2.61291 1.20815 -0.74390
N -1.69236 0.24818 -0.91300
H -3.64222 -2.31521 -1.89771
H -5.37975 -0.52930 -1.59301
H -4.67397 1.74551 -0.86378
H -2.25911 2.17397 -0.40794
*
```

As for the expectation value of S²: 6.013. Its HOMO energy (alpha / beta) is -16.8 / -16.8 eV. The value obtained for the gap between HOMO and LUMO (alpha / beta) is 9.428 / 6.528 eV. The calculation puts the LUMO energy (alpha / beta) at -0.271 / -0.377 Ha.

[3]
ORCA calculation (ωB97M-V/def2-TZVPD) on 2 unconnected molecules or ions with the total composition C7H10BrFNO in a non-equilibrium geometry.

ORCA input file:
```
! RIJCOSX wB97M-V def2-TZVPD def2/J DEFGRID3
* xyz 1 1
C 1.96122 1.84192 -0.46962
C 0.81060 2.44444 0.00048
C 2.11689 0.63238 0.34386
C 1.09920 0.51732 1.17169
C -1.09509 0.01525 -1.65209
C -1.58746 -1.12340 0.57640
C -0.83001 -0.96067 -0.61939
N -0.96742 -2.06176 1.43878
O 0.28054 1.60812 0.95817
F 0.29410 -1.57482 -0.79412
Br 3.62359 -0.53057 0.07617
H 2.73782 2.06813 -1.10685
H 0.45588 3.42893 -0.07713
H -0.24320 0.48818 -2.12920
H -2.03515 0.62915 -1.56210
H -1.40396 -0.52024 -2.72190
H -2.53393 -1.39642 0.23274
H -1.62099 -0.16299 1.05568
H -1.38020 -2.34910 2.34563
H 1.03927 -0.06673 1.97089
H -0.72171 -2.92713 0.96189
*
```

Its HOMO energy is -12.6 eV. The value obtained for the gap between HOMO and LUMO is 6.459 eV. The calculation puts the LUMO energy at -0.225 Ha. The energy relative to the best compared isomer or geometry (same formula, charge and spin) is 243.4 kJ/mol.

[4]
ORCA calculation (ωB97M-V/def2-TZVPD) on C7H10BrNO in the gas phase in a non-equilibrium geometry.

ORCA input file:
```
! RIJCOSX wB97M-V def2-TZVPD def2/J DEFGRID3
* xyz 0 1
C -1.52999 -1.21709 1.26302
C -0.01118 1.38997 2.00669
C 0.90696 1.09591 -0.16276
C -1.19861 -0.33376 0.26407
C 0.02572 -0.27860 -0.53800
C -0.24912 -0.09996 -2.06649
C 1.06209 -1.42814 -0.20539
N -1.77794 -2.06912 2.01228
O 1.03156 1.22473 1.20157
Br -2.66203 0.75506 -0.30246
H -1.00413 1.93682 1.89265
H 0.18653 1.29857 3.07212
H 1.88920 1.04066 -0.58606
H 0.37059 1.97957 -0.51835
H -1.14334 0.50266 -2.09213
H -0.66028 -1.07476 -2.43179
H 0.77366 0.14239 -2.46661
H 1.17072 -1.50782 0.85970
H 2.02841 -1.10286 -0.44790
H 0.79120 -2.25423 -0.75415
*
```

Its HOMO energy (alpha / beta) is -7.8 / -8.2 eV. The value obtained for the gap between HOMO and LUMO (alpha / beta) is 6.667 / 8.318 eV. The calculation puts the LUMO energy (alpha / beta) at -0.040 / 0.004 Ha. The energy relative to the best compared isomer or geometry (same formula, charge and spin) is 267.5 kJ/mol.

[5]
ORCA calculation (ωB97M-V/def2-TZVPD) on 2 unconnected molecules or ions with the total composition C7H10Cl2OSi in a non-equilibrium geometry.

ORCA input file:
```
! RIJCOSX wB97M-V def2-TZVPD def2/J DEFGRID3
* xyz 0 1
C -1.82135 0.87674 -1.55179
C -0.68879 0.67536 -1.10744
Si 0.85719 0.42453 -0.11536
C 1.11488 -1.38770 0.47458
C 0.99430 1.40182 1.53372
C 2.03967 0.97478 -1.49927
H -2.69373 0.95507 -2.13111
H 0.53347 -1.66134 1.31292
H 1.02751 -2.14947 -0.19885
H 2.06836 -1.59267 0.89579
H 0.18559 1.97389 1.75358
H 1.17410 0.75333 2.45362
H 1.83178 2.10294 1.57833
H 3.16878 0.69165 -1.37977
H 1.71700 0.47517 -2.47283
H 2.04392 2.15536 -1.56641
O -1.49829 -2.39225 -0.86575
C -2.16971 -1.73945 -0.17232
C -2.98853 -1.21644 0.71372
Cl -2.22699 -0.35620 2.05976
Cl -4.66915 -0.96514 0.28488
*
```

Its HOMO energy is -9.0 eV. The value obtained for the gap between HOMO and LUMO is 8.758 eV. The calculation puts the LUMO energy at -0.008 Ha. The SMILES is C#C[Si](C)(C)C.O=C=C(Cl)Cl. The energy relative to the best compared isomer or geometry (same formula, charge and spin) is 181.0 kJ/mol.

[6]
ORCA calculation (ωB97M-V/def2-TZVPD) on a molecular structure, C7H10Cl3GeHfI2N in a non-equilibrium geometry.

ORCA input file:
```
! RIJCOSX wB97M-V def2-TZVPD def2/J DEFGRID3
* xyz 3 2
Hf -0.11675 0.61019 0.14304
I -0.57596 -2.57925 0.13806
C 0.82822 -2.74307 -1.48655
I 1.90605 -0.87821 -1.71149
H 0.27905 -2.95357 -2.39821
H 1.54960 -3.51876 -1.24984
Cl -2.03038 4.63575 -1.70204
Ge -0.75550 3.25224 -2.54866
Cl 0.70810 2.75235 -0.27743
Cl -1.72839 0.81712 -1.52856
C -2.54826 0.04787 2.53756
C -1.16173 0.01113 3.03618
C -0.67314 -0.30510 4.32672
C 0.69508 -0.17312 4.29144
C 1.05396 0.22799 2.97992
C 2.38997 0.52785 2.43594
N -0.09461 0.32997 2.20859
H -3.09780 -0.84938 2.83636
H -2.60796 0.17337 1.44866
H -3.10393 0.87010 3.00536
H -1.27506 -0.59550 5.17537
H 1.37959 -0.34207 5.11021
H 2.83835 1.36398 2.98604
H 2.38504 0.78688 1.37167
H 3.08085 -0.30354 2.60567
*
```

As for the expectation value of S²: 0.762. Its HOMO energy (alpha / beta) is -19.1 / -20.1 eV. The value obtained for the gap between HOMO and LUMO (alpha / beta) is 7.429 / 7.921 eV. The calculation puts the LUMO energy (alpha / beta) at -0.430 / -0.447 Ha. The energy relative to the best compared isomer or geometry (same formula, charge and spin) is 28.6 kJ/mol.

[7]
ORCA calculation (ωB97M-V/def2-TZVPD) on a molecular structure, C7H10ClIrNO4 in a non-equilibrium geometry.

ORCA input file:
```
! RIJCOSX wB97M-V def2-TZVPD def2/J DEFGRID3
* xyz -1 5
C -0.90615 1.07299 -1.93615
C 0.49682 0.90788 -2.22041
C 1.24645 1.69751 -1.27434
C 0.30701 2.35506 -0.40312
C -1.02298 1.98077 -0.81661
Ir 0.07354 0.18706 -0.23663
N -1.21154 -1.25006 0.18690
C -0.48232 -2.44163 -0.02239
C 0.79296 -1.70912 -0.56663
H 2.32930 1.79012 -1.22599
H 0.92059 0.30565 -3.02100
H 0.55630 3.02742 0.41540
H -1.94709 2.33736 -0.36983
H -1.73251 0.62300 -2.48256
H 0.90820 -1.89992 -1.64024
H -0.93714 -3.12314 -0.76617
H -2.02834 -1.24400 0.79779
H 1.67242 -1.96217 0.02806
H -0.27852 -3.02732 0.89796
O -0.02073 1.46696 3.28859
Cl 0.20365 0.08210 3.00124
O 1.04292 -0.55195 3.96600
O -1.02843 -0.64112 2.78394
O 1.04558 0.01656 1.61622
*
```

As for the expectation value of S²: 6.017. Its HOMO energy (alpha / beta) is 0.0 / -4.9 eV. The value obtained for the gap between HOMO and LUMO (alpha / beta) is 3.138 / 7.481 eV. The calculation puts the LUMO energy (alpha / beta) at 0.115 / 0.094 Ha.

[8]
ORCA calculation (ωB97M-V/def2-TZVPD) on C7H10ClN3O2 in the gas phase in a non-equilibrium geometry.

ORCA input file:
```
! RIJCOSX wB97M-V def2-TZVPD def2/J DEFGRID3
* xyz 0 1
C -0.55281 1.93792 1.02203
O -0.69167 0.52664 1.08494
C 0.23758 -0.13613 0.24513
C 1.50704 -0.32964 1.14776
C 2.85563 -0.25336 0.42144
N 3.38266 -1.56036 0.35940
N 2.59781 -2.36656 0.86056
C 1.49590 -1.79918 1.42341
Cl 1.56186 -2.06758 3.23780
C 0.10858 -2.40744 0.73425
O -0.24503 -3.50861 0.96633
N -0.31938 -1.44466 -0.13419
C -1.40226 -1.64622 -0.96642
H 0.57957 2.15368 0.94519
H -0.82253 2.27730 2.06060
H -1.21981 2.46426 0.23645
H 0.28157 0.55511 -0.61193
H 1.37987 0.16868 2.11397
H 2.82472 0.35817 -0.43580
H 3.68718 0.19671 1.05125
H -2.19143 -2.22547 -0.55610
H -1.95040 -0.60442 -1.17950
H -1.01532 -2.00729 -1.92832
*
```

Its HOMO energy is -9.9 eV. The value obtained for the gap between HOMO and LUMO is 10.077 eV. The calculation puts the LUMO energy at 0.006 Ha. The SMILES is CO[C@H]1[C@@H]2CN=N[C@]2(Cl)C(=O)N1C. The energy relative to the best compared isomer or geometry (same formula, charge and spin) is 178.1 kJ/mol.

[9]
ORCA calculation (ωB97M-V/def2-TZVPD) on a molecular structure, C7H10FHgN in a non-equilibrium geometry.

ORCA input file:
```
! RIJCOSX wB97M-V def2-TZVPD def2/J DEFGRID3
* xyz -2 1
C 1.53801 -1.49151 -0.09048
C 0.37494 -1.86533 -0.83338
C -0.64379 -2.24346 0.09682
C -0.13563 -2.04348 1.41443
C 1.21657 -1.59028 1.29935
Hg -0.67723 1.76976 1.49382
N 1.16004 2.30070 0.69555
C -0.45343 2.40157 -1.28119
C -1.01789 1.36957 -1.94971
H -1.65402 -2.60278 -0.16371
H 0.30510 -1.94917 -1.91365
H -0.68009 -2.21715 2.33864
H 1.90014 -1.43239 2.11918
H 2.50176 -1.23340 -0.50764
H -0.38885 0.57341 -2.35935
H 0.60507 2.60830 -1.41325
H 1.56379 2.25471 1.66956
H -2.11413 1.24149 -2.01625
H -1.03667 3.20127 -0.77832
F -2.36368 0.94818 2.17957
*
```

Its HOMO energy is 0.7 eV. The value obtained for the gap between HOMO and LUMO is 5.704 eV. The calculation puts the LUMO energy at 0.237 Ha.

[10]
ORCA calculation (ωB97M-V/def2-TZVPD) on a molecular structure, C7H10MoN2O3 in a non-equilibrium geometry.

ORCA input file:
```
! RIJCOSX wB97M-V def2-TZVPD def2/J DEFGRID3
* xyz 0 3
C -0.86546 2.09184 -2.39523
C 0.53655 2.07501 -2.68402
C 1.22147 2.04239 -1.40487
C 0.24109 2.05616 -0.34443
C -1.03896 2.07324 -0.95335
Mo 0.05365 0.13985 -1.62529
N -0.94468 -2.11253 0.27852
C -0.54358 -3.21213 1.04021
C 0.56126 -2.47288 0.07658
H 2.27503 1.95582 -1.19145
H 0.96419 1.97507 -3.66643
H 0.38276 2.16336 0.71839
H -1.94586 2.28121 -0.43502
H -1.67847 2.22610 -3.09846
H 0.83514 -2.85831 -0.91869
H -0.77016 -4.18006 0.67102
H -1.49929 -1.22347 1.00277
H 1.35364 -1.71615 0.62207
H -0.27420 -3.11425 2.07281
O 0.23326 0.88303 3.91377
N 0.27929 -0.04883 3.07341
O -0.08180 -1.22715 3.36427
O 0.70512 0.20268 1.88339
*
```

As for the expectation value of S²: 2.017. Its HOMO energy (alpha / beta) is -8.0 / -8.0 eV. The value obtained for the gap between HOMO and LUMO (alpha / beta) is 6.354 / 6.331 eV. The calculation puts the LUMO energy (alpha / beta) at -0.061 / -0.061 Ha.

[11]
ORCA calculation (ωB97M-V/def2-TZVPD) on a gas-phase ion, C7H10N (charge +1) in a non-equilibrium geometry.

ORCA input file:
```
! RIJCOSX wB97M-V def2-TZVPD def2/J DEFGRID3
* xyz 1 1
C 0.28707 1.19405 1.20760
C -0.86239 0.65163 0.92081
C 2.05052 1.18851 -0.33400
C -1.84220 -1.51948 0.18723
C -2.35725 -1.24609 1.55854
C -1.97461 -0.05951 0.65400
C 2.60839 0.74997 -1.69491
N 0.88346 0.85023 -0.01847
H 0.68928 2.00083 1.94469
H 2.53964 2.11858 -0.04962
H -0.96381 -2.20793 0.05821
H -2.74729 -1.80569 -0.34589
H -3.49124 -1.27641 1.74732
H -1.65977 -1.24490 2.40836
H -2.75110 0.55646 0.05849
H 3.72107 0.85488 -1.78483
H 2.36091 -0.21230 -2.26187
H 2.30339 1.45956 -2.36492
*
```

Its HOMO energy is -14.0 eV. The value obtained for the gap between HOMO and LUMO is 8.796 eV. The calculation puts the LUMO energy at -0.192 Ha. The energy relative to the best compared isomer or geometry (same formula, charge and spin) is 468.4 kJ/mol.